(1)
C12H48N18O12 | ωB97M-V/def2-TZVPD

Cartesian coordinates (Å):
N1 -2.21 -7.13 1.99
C1 -3.30 -7.19 2.65
N2 -3.28 -8.25 3.37
O1 -4.09 -6.27 2.84
H1 -1.53 -7.86 2.05
H2 -1.93 -6.26 1.56
H3 -4.00 -8.24 4.08
H4 -2.55 -8.93 3.20
N3 -3.62 6.23 6.48
C2 -2.67 5.70 5.88
N4 -2.78 5.87 4.61
O2 -1.75 5.14 6.44
H5 -4.42 6.53 5.94
H6 -3.73 6.14 7.48
H7 -2.09 5.50 3.98
H8 -3.71 6.14 4.34
N5 -2.89 6.23 -2.22
C3 -2.17 7.31 -2.24
N6 -1.70 7.67 -3.39
O3 -2.06 7.91 -1.21
H9 -3.18 5.83 -1.34
H10 -3.07 5.71 -3.08
H11 -1.95 7.26 -4.28
H12 -1.09 8.47 -3.32
N7 -2.40 2.92 -6.41
C4 -1.74 3.59 -7.33
N8 -0.49 3.60 -7.11
O4 -2.32 4.08 -8.27
H13 -3.32 2.81 -6.83
H14 -1.80 2.17 -6.12
H15 0.10 4.29 -7.56
H16 -0.21 2.99 -6.36
N9 -5.06 0.20 -0.05
C5 -5.95 1.17 0.03
N10 -6.08 1.54 1.26
O5 -6.60 1.64 -0.95
H17 -4.50 0.14 0.80
H18 -4.70 -0.17 -0.91
H19 -5.43 1.26 1.98
H20 -6.57 2.41 1.29
N11 3.04 -6.80 -4.58
C6 2.89 -5.62 -5.14
N12 2.61 -5.77 -6.39
O6 3.00 -4.60 -4.59
H21 2.76 -7.49 -5.27
H22 3.18 -6.97 -3.60
H23 2.25 -4.96 -6.88
H24 2.59 -6.68 -6.82
N13 4.95 0.67 6.31
C7 5.62 -0.14 5.57
N14 5.62 0.13 4.30
O7 6.30 -1.00 6.04
H25 4.82 0.30 7.25
H26 4.46 1.45 5.90
H27 6.26 -0.31 3.66
H28 5.19 1.02 4.11
N15 4.44 -4.89 1.51
C8 4.53 -6.15 1.83
N16 5.51 -6.36 2.62
O8 3.90 -7.03 1.29
H29 3.60 -4.68 0.99
H30 5.27 -4.32 1.57
H31 5.54 -5.65 3.33
H32 5.88 -7.29 2.81
N17 3.99 6.53 1.30
C9 4.68 5.58 1.81
N18 5.99 5.71 1.55
O9 4.16 4.62 2.30
H33 3.00 6.43 1.44
H34 4.41 7.25 0.72
H35 6.62 4.94 1.71
H36 6.17 6.49 0.94
C10 0.92 0.59 -1.38
O10 1.06 0.54 -2.78
H37 1.83 0.54 -0.77
H38 0.23 1.38 -1.09
H39 0.43 -0.35 -1.11
H40 1.49 -0.30 -2.96
C11 -0.30 -2.25 4.50
O11 -1.62 -1.97 4.07
H41 0.33 -2.66 3.72
H42 0.19 -1.38 4.93
H43 -0.25 -2.95 5.33
H44 -2.06 -2.77 3.76
C12 -3.51 -3.35 -5.99
O12 -4.82 -3.68 -6.22
H45 -3.23 -2.61 -5.24
H46 -3.17 -4.29 -5.55
H47 -2.99 -3.12 -6.92
H48 -4.92 -3.93 -7.14

Summary:
- M (g mol⁻¹) = 636.63
- SMILES string = NC(N)=O.NC(N)=O.NC(N)=O.NC(N)=O.NC(N)=O.NC(N)=O.NC(N)=O.NC(N)=O.NC(N)=O.CO.CO.CO
- spin multiplicity = 1
- max |F| (eV/A) = 8.87
- highest occupied orbital energy (eV) = -9.5
- energy relative to the best compared isomer or geometry (same formula, charge and spin) (kJ/mol) = 842.7
- HOMO-LUMO gap (eV) = 9.4

---

(2)
C6H14NO | ωB97M-V/def2-TZVPD

Cartesian coordinates (Å):
C1 4.07 0.15 0.07
C2 2.60 0.20 -0.32
N1 1.83 -0.39 0.72
C3 0.43 -0.31 0.44
C4 -0.01 -0.94 -0.91
C5 -3.64 1.22 -0.46
C6 -2.82 0.47 0.48
O1 -2.78 -0.72 0.58
H1 4.21 0.73 0.99
H2 4.30 -0.90 0.27
H3 4.75 0.52 -0.71
H4 2.44 -0.29 -1.30
H5 2.29 1.28 -0.51
H6 -0.07 -0.87 1.23
H7 0.09 0.76 0.51
H8 -1.04 -1.28 -0.90
H9 0.65 -1.79 -1.11
H10 0.08 -0.19 -1.71
H11 -4.35 0.62 -1.02
H12 -3.86 2.24 -0.20
H13 -2.53 0.97 -0.83
H14 -2.33 1.07 1.26

Summary:
- charge = -1
- M (g mol⁻¹) = 116.18
- spin multiplicity = 1
- max |F| (eV/A) = 4.34
- highest occupied orbital energy (eV) = -1.1
- energy relative to the best compared isomer or geometry (same formula, charge and spin) (kJ/mol) = 320.4
- HOMO-LUMO gap (eV) = 4.4

---

(3)
C27H40F3N3O2PS | ωB97M-V/def2-TZVPD

Cartesian coordinates (Å):
C1 2.35 3.98 0.73
C2 1.10 4.80 1.05
C3 0.14 4.99 -0.14
C4 -1.08 4.05 -0.08
C5 -0.74 2.74 -0.77
C6 -1.71 1.58 -0.42
N1 -0.99 0.29 -0.29
C7 -0.26 0.12 0.86
C8 -0.28 1.14 1.96
C9 -1.49 0.94 2.88
C10 -1.52 1.97 4.03
C11 -1.42 1.32 5.39
N2 -0.19 0.51 5.49
C12 0.99 1.30 5.52
C13 2.24 0.62 5.03
O1 1.00 2.44 5.87
C14 0.47 -1.03 1.01
C15 0.49 -2.02 0.02
C16 1.25 -3.19 0.23
C17 1.28 -4.16 -0.72
C18 0.53 -4.03 -1.92
C19 0.72 -5.17 -2.91
C20 2.21 -5.55 -3.01
C21 2.57 -5.99 -4.41
F1 1.89 -7.06 -4.81
F2 3.89 -6.27 -4.47
F3 2.36 -5.00 -5.29
C22 -0.27 -2.92 -2.13
P1 -1.26 -2.95 -3.68
S1 -0.30 -2.25 -5.22
C23 -0.28 -1.84 -1.15
C24 -1.02 -0.64 -1.27
N3 -1.81 -0.37 -2.40
C25 -3.24 -0.60 -2.28
C26 -1.41 0.71 -3.24
C27 0.05 0.92 -3.48
O2 -2.25 1.40 -3.72
H1 2.23 2.93 1.00
H2 2.62 4.04 -0.32
H3 3.21 4.33 1.30
H4 0.59 4.35 1.90
H5 1.44 5.79 1.36
H6 0.69 4.70 -1.03
H7 -0.15 6.02 -0.28
H8 -1.89 4.53 -0.63
H9 -1.37 3.89 0.95
H10 0.28 2.42 -0.57
H11 -0.80 2.88 -1.85
H12 -2.25 1.79 0.49
H13 -2.43 1.53 -1.22
H14 0.59 0.95 2.58
H15 -0.18 2.15 1.59
H16 -2.45 0.91 2.36
H17 -1.36 -0.03 3.34
H18 -2.50 2.46 3.99
H19 -0.78 2.75 3.91
H20 -2.27 0.66 5.55
H21 -1.44 2.08 6.16
H22 -0.24 -0.09 6.31
H23 3.04 0.86 5.73
H24 2.46 1.02 4.04
H25 2.08 -0.45 4.98
H26 1.04 -1.17 1.92
H27 1.82 -3.28 1.15
H28 1.88 -5.04 -0.53
H29 0.43 -4.88 -3.90
H30 0.16 -6.04 -2.57
H31 2.85 -4.69 -2.82
H32 2.50 -6.34 -2.32
H33 -1.54 -4.30 -3.89
H34 -2.53 -2.40 -3.47
H35 -3.78 0.11 -1.65
H36 -3.68 -0.55 -3.27
H37 -3.44 -1.60 -1.90
H38 0.68 0.21 -2.95
H39 0.33 1.93 -3.20
H40 0.23 0.76 -4.53

Summary:
- charge = +1
- M (g mol⁻¹) = 558.67
- SMILES string = CCCCCCn1c(CCCCNC(C)=O)cc2ccc(CCC(F)(F)F)c([PH2]=S)c2/c1=[N+](/C)C(C)=O
- spin multiplicity = 1
- max |F| (eV/A) = 1.47
- highest occupied orbital energy (eV) = -11.3
- HOMO-LUMO gap (eV) = 6.9

---

Q: What is the formula in the third record?
A: C27H40F3N3O2PS